Model i:
DFT (ωB97M-V/def2-TZVPD) results for CH5NOP2 in the gas phase.

Element x y z (Å)
N 1.41852 1.48171 -0.22946
C 0.74875 0.33240 -0.11565
O 1.37038 -0.66284 -0.28270
P -1.12493 0.30264 0.44865
P -1.15283 -1.85690 -0.06839
H 2.38419 1.50953 -0.01109
H 0.84934 2.34286 0.01350
H -0.78414 -0.18266 1.83050
H -2.58951 -1.86018 -0.16118
H -1.11977 -1.40656 -1.42418

Gap between HOMO and LUMO (eV): 9.900
SMILES: NC(=O)[PH]#[PH2]
Net charge: 0
HOMO energy (eV): -9.2

Model ii:
DFT (ωB97M-V/def2-TZVPD) results for CH5NOP2 in the gas phase.

Element x y z (Å)
O -3.09078 0.34239 0.27223
C -1.92900 0.33231 -0.02523
P -0.80327 -1.08925 -0.08150
N 0.61624 -0.30703 -0.75619
P 2.18966 -0.49423 0.15636
H -1.32685 1.30248 -0.35038
H -0.50350 -0.56904 1.26733
H 0.54520 -0.00727 -1.78114
H 1.70697 -0.27937 1.50142
H 2.59533 0.76901 -0.20291

Gap between HOMO and LUMO (eV): 8.864
SMILES: O=CPNP
Net charge: 0
HOMO energy (eV): -8.6

It is model i that is most stable; the runner-up trails by 0.0458 hartree.

Model i:
DFT (ωB97M-V/def2-TZVPD) results for 2 unconnected molecules or ions with the total composition C6H15N3.

Element x y z (Å)
C 1.10641 1.51880 0.15218
C 2.59546 1.33067 0.17709
C 0.49500 2.15523 1.36665
C 0.46614 -0.86395 -0.01554
H 0.73323 1.91962 -0.78622
H 3.09676 2.30526 0.23989
H 2.96093 0.83078 -0.71849
H 2.90554 0.75208 1.05081
H 0.76759 1.60876 2.27296
H -0.59091 2.20822 1.28442
H 0.86830 3.17985 1.48452
H 1.16844 -1.07036 0.78306
H 0.79225 -0.88048 -1.04735
H 0.10567 0.33603 0.10949
C -2.00465 -0.96946 -0.68644
N -2.46767 -1.79964 -1.65795
C -0.97878 -1.64253 0.21557
N -2.20585 0.28725 -0.54516
N -0.41980 -2.80362 -0.26239
H -3.11821 -1.46737 -2.34936
H -1.95176 -2.66673 -1.75854
H -3.00922 0.61673 -1.07797
H -0.07466 -3.38138 0.49977
H -1.24024 -1.50376 1.26900

Gap between HOMO and LUMO (alpha / beta) (eV): 7.174 / 8.815
Net charge: 0
HOMO energy (alpha / beta) (eV): -6.8 / -7.9

Model ii:
DFT (ωB97M-V/def2-TZVPD) results for 2 unconnected molecules or ions with the total composition C6H15N3.

Element x y z (Å)
C -0.33642 0.55852 2.16622
C -0.57799 0.97709 0.91920
C -1.91008 0.77178 0.25554
N 0.31546 1.71514 0.13671
C 1.51208 2.26678 0.73231
H 0.59901 0.71930 2.67099
H -1.07594 -0.01384 2.69758
H -1.77352 0.23849 -0.68458
H -2.38823 1.73064 0.05078
H -2.57234 0.18462 0.88495
H -0.13360 2.33177 -0.52546
H 2.07158 2.81133 -0.02586
H 2.13725 1.44972 1.09489
H 1.30462 2.93158 1.57962
N 0.56568 -2.03896 0.32138
C 0.83618 -1.25374 -0.81137
C 0.30818 -1.43178 -2.03707
N -0.55640 -2.49595 -2.37189
H 0.69712 -1.53251 1.18978
H -0.33336 -2.50183 0.32744
H 1.56544 -0.46757 -0.68763
H 0.63380 -0.83721 -2.87804
H -0.39168 -2.85774 -3.30082
H -0.49684 -3.25562 -1.70468

Gap between HOMO and LUMO (eV): 7.958
SMILES: C=C(C)NC.N/C=C\N
Net charge: 0
HOMO energy (eV): -7.0

Model iii:
DFT (ωB97M-V/def2-TZVPD) results for 2 unconnected molecules or ions with the total composition C6H15N3.

Element x y z (Å)
H -1.43060 2.65308 0.35306
N -0.71935 1.94962 0.16475
C -0.99914 0.77825 0.57787
N -2.21241 0.58976 1.22690
C -0.62391 -0.63956 -0.37753
C -1.42102 -0.61794 -1.67669
C -0.89360 -1.92029 0.40647
H -2.59078 1.35169 1.77000
H -2.51851 -0.32181 1.51589
H 0.41984 -0.67518 -0.69959
H -1.09264 0.21840 -2.29620
H -2.49040 -0.53699 -1.48124
H -1.21218 -1.51915 -2.25833
H -0.41502 -1.89491 1.38585
H -1.95996 -2.03141 0.60901
H -0.56855 -2.81130 -0.13422
H 1.32313 0.91649 2.11398
N 1.55867 0.41678 1.26117
C 2.11856 0.97684 0.26451
C 3.32708 0.46928 -0.43393
H 1.49416 1.58708 -0.38918
H 3.87403 1.30727 -0.86938
H 3.02242 -0.18160 -1.25600
H 4.01019 -0.06437 0.22282

Gap between HOMO and LUMO (eV): 8.792
SMILES: [H]/N=C(\N)C(C)C.[H]/N=C/C
Net charge: 0
HOMO energy (eV): -7.8

It is model ii that is most stable; the runner-up trails by 0.0721 hartree.

Model i:
DFT (ωB97M-V/def2-TZVPD) results for a gas-phase ion, C4H4NO2S (charge -1).

Element x y z (Å)
C 0.67028 0.19448 0.35676
C -0.83876 0.36811 -0.01480
S -1.37660 -0.72411 -1.90399
C -1.37217 1.67575 -0.29487
N -1.91103 2.66532 -0.56955
C -1.72146 -0.10474 1.22842
O -2.66751 -0.76901 0.97272
O -1.17676 0.28898 2.28197
H 1.01741 -0.80605 0.37101
H 1.33537 0.81781 -0.25682
H 0.68284 0.66301 1.40902
H -2.40592 -1.00841 -1.02540

Gap between HOMO and LUMO (eV): 8.448
SMILES: C[C@](S)(C#N)C(=O)[O-]
Net charge: -1
HOMO energy (eV): -5.2

Model ii:
DFT (ωB97M-V/def2-TZVPD) results for a gas-phase ion, C4H4NO2S (charge -1).

Element x y z (Å)
C 0.48774 0.39183 0.14514
C -0.99600 0.43088 -0.05093
C -1.84888 -0.59696 -0.06810
N -3.29613 -0.14091 -0.14241
S -4.59555 -1.02739 0.33747
O -3.10225 1.22120 -0.13590
C -1.78302 1.62788 -0.05379
O -1.46087 2.81955 0.04784
H 0.89676 -0.63144 0.15872
H 0.94519 0.94226 1.03812
H 1.18803 0.70391 -0.67875
H -1.61526 -1.59039 -0.39552

Gap between HOMO and LUMO (eV): 6.067
SMILES: Cc1cn([S-])oc1=O
Net charge: -1
HOMO energy (eV): -2.4

It is model i that is most stable; the runner-up trails by 0.0712 hartree.

Model i:
DFT (ωB97M-V/def2-TZVPD) results for 5 unconnected molecules or ions with the total composition H12NO4.

Element x y z (Å)
N 0.31946 0.37906 -1.11561
H 1.38645 0.59522 -0.81975
H -0.32650 0.95514 -0.56377
H -0.03944 -0.61543 -1.15473
H 0.27456 0.68838 -2.16699
H -1.01937 -1.33385 1.96433
H -1.82816 -0.83441 3.22511
O -1.67813 -0.67963 2.30253
H 0.24066 -4.20251 -0.42136
H 0.59833 -3.84594 -1.76734
O 0.48243 -3.47379 -0.93036
H -2.62381 1.78498 0.38815
H -1.97015 0.85394 1.17775
O -2.05353 1.08464 0.26562
H 2.28419 3.50210 -0.21119
H 3.33604 2.54793 0.18365
O 2.61699 2.59417 -0.35604

Gap between HOMO and LUMO (alpha / beta) (eV): 3.661 / 12.008
Net charge: 0
HOMO energy (alpha / beta) (eV): -3.0 / -11.6
Multiplicity: 2

Model ii:
DFT (ωB97M-V/def2-TZVPD) results for 5 unconnected molecules or ions with the total composition H12NO4.

Element x y z (Å)
N 0.81850 -0.50593 -1.44683
H -0.09293 0.20538 -1.39128
H 0.44110 -1.46288 -1.36120
H 1.49195 -0.24244 -0.69389
H 1.41305 -0.39954 -2.25701
H -1.94600 -1.56669 -0.96361
H -2.34477 -0.13007 -0.97735
O -1.64712 -0.71673 -0.65271
H -1.32253 2.19694 -1.44200
H -0.33726 2.61888 -0.34378
O -0.48074 1.96170 -1.06129
H 1.02632 -3.42504 1.12238
H 1.08054 -2.08048 1.54459
O 1.17335 -2.57589 0.67365
H 0.58984 1.83969 3.85930
H 0.20325 2.32782 2.26591
O -0.06657 1.95530 3.12511

Gap between HOMO and LUMO (alpha / beta) (eV): 3.629 / 11.433
Net charge: 0
HOMO energy (alpha / beta) (eV): -3.0 / -11.2
Multiplicity: 2

It is model i that is most stable; the runner-up trails by 0.0083 hartree.

Model i:
DFT (ωB97M-V/def2-TZVPD) results for C11H14N4OS in the gas phase.

Element x y z (Å)
O -0.84438 -4.05317 2.06660
C 0.09121 -3.25038 2.14972
N 0.75140 -3.06814 3.34305
S 1.76601 -1.71729 3.34217
C 1.47161 -1.31377 1.59673
C 0.75336 -0.01298 1.42009
C 0.47970 0.27928 -0.04851
N -0.56312 1.31012 -0.06837
C -0.69374 2.22942 -1.07056
C -0.06853 2.18338 -2.29229
C -0.35336 3.17059 -3.22369
N -1.21495 4.14019 -2.93022
C -1.81896 4.12688 -1.73313
N -1.54454 3.18854 -0.77089
C 0.01021 -0.90584 -0.94446
C -0.41470 -2.04444 -0.03025
C 0.65318 -2.46630 1.00356
H 0.24273 -3.34215 4.15113
H 2.44292 -1.22781 1.11527
H -0.18105 -0.02269 1.99566
H 1.31443 0.85661 1.80117
H 1.41793 0.69979 -0.45389
H -1.10893 1.47873 0.76174
H 0.54676 1.35281 -2.61103
H 0.11209 3.11083 -4.18118
H -2.52724 4.90593 -1.49911
H -0.86649 -0.66011 -1.56400
H 0.75459 -1.20471 -1.68390
H -0.67432 -2.89059 -0.65174
H -1.30053 -1.77543 0.53595
H 1.36671 -3.07734 0.47437

Gap between HOMO and LUMO (eV): 8.930
SMILES: O=C1NS[C@@H]2C[C@H](Nc3ccncn3)CC[C@H]12
Net charge: 0
HOMO energy (eV): -8.5

Model ii:
DFT (ωB97M-V/def2-TZVPD) results for C11H14N4OS in the gas phase.

Element x y z (Å)
O -2.06618 -2.04806 4.05829
C -1.62824 -1.20610 3.25343
N -2.34128 -0.05943 3.01175
S -1.72012 1.16107 2.10741
C -0.17450 0.15490 1.99976
C 0.70901 0.21946 0.78664
C 0.24587 -0.50430 -0.49401
N 1.19419 -0.11200 -1.49140
C 1.00964 0.99925 -2.30123
C -0.15204 1.19462 -2.91766
C -0.39689 2.37871 -3.61166
N 0.51504 3.33234 -3.52277
C 1.72034 3.01398 -2.94060
N 1.99231 1.87378 -2.30202
C 0.29894 -2.03087 -0.16364
C -0.43169 -2.38012 1.21346
C -0.39678 -1.37474 2.43555
H -2.95278 0.13171 3.82952
H 0.35351 0.65744 2.88407
H 1.66089 -0.34484 0.99021
H 0.96786 1.17209 0.56019
H -0.73508 -0.19588 -0.84049
H 2.21452 -0.15669 -1.33201
H -0.93005 0.45868 -2.70080
H -1.23656 2.48200 -4.28250
H 2.53136 3.70818 -2.99455
H 1.40955 -2.26202 0.04088
H -0.30360 -2.59059 -0.97469
H -1.52425 -2.47555 1.13475
H -0.17391 -3.39305 1.47415
H 0.34091 -1.80397 3.08994

Gap between HOMO and LUMO (eV): 8.839
SMILES: O=C1NS[C@@H]2C[C@@H](Nc3ccncn3)CC[C@H]12
Net charge: 0
HOMO energy (eV): -8.3

It is model i that is most stable; the runner-up trails by 0.0692 hartree.

Model i:
DFT (ωB97M-V/def2-TZVPD) results for C8H12N2O2 in the gas phase.

Element x y z (Å)
O -2.84121 2.55395 0.43391
C -2.14952 1.74218 -0.17668
N -2.24468 1.25424 -1.46233
C -1.26859 0.27972 -1.73858
O -1.18178 -0.32091 -2.76804
C -0.43076 0.15003 -0.46317
C 1.10508 0.51491 -0.84646
C 2.13043 -0.36216 -0.00709
C 1.62208 -0.58471 1.43613
C 0.27088 -1.35771 1.45372
C -0.47432 -1.23578 0.14073
N -1.00376 1.16805 0.31622
H -2.84266 1.54364 -2.19847
H 1.27143 0.54030 -1.96025
H 1.24925 1.60628 -0.47792
H 2.25694 -1.31608 -0.58745
H 3.10030 0.18432 0.01022
H 1.51989 0.42680 1.89363
H 2.32043 -1.17888 2.04954
H 0.38604 -2.43549 1.73698
H -0.32416 -0.77289 2.22429
H -1.55893 -1.58749 0.23774
H -0.00229 -1.89059 -0.58262
H -0.91010 1.07826 1.33595

Gap between HOMO and LUMO (eV): 10.471
SMILES: O=C1NC(=O)C2(CCCCC2)N1
Net charge: 0
HOMO energy (eV): -9.8

Model ii:
DFT (ωB97M-V/def2-TZVPD) results for C8H12N2O2 in the gas phase.

Element x y z (Å)
C -0.17414 -1.02277 -1.35114
C -0.61824 0.40991 -1.45011
C -1.73451 -0.98460 0.62448
C -0.36337 -1.59369 0.07812
C -0.88486 0.20130 1.11347
C 0.36636 -0.66868 1.15309
C 1.43251 0.33699 0.73667
C -0.57898 1.03468 -0.07631
N -0.59609 2.38812 -0.01559
N 2.64072 -0.00008 0.23583
O 2.85682 -1.19998 -0.14571
O 3.48037 0.83893 0.04790
H -0.82537 -1.57919 -1.96573
H 0.88980 -1.14645 -1.62251
H -0.03012 0.99200 -2.28716
H -1.65095 0.51397 -1.95732
H -2.31742 -0.69421 -0.22484
H -2.24480 -1.65544 1.30325
H -0.00354 -2.68207 0.13271
H -1.03148 0.68910 2.07713
H 0.83326 -1.16859 1.98985
H 1.44330 1.17959 1.39089
H -0.69196 2.83864 0.86156
H -0.19733 2.97252 -0.64854

Gap between HOMO and LUMO (alpha / beta) (eV): 7.381 / 7.383
Net charge: 0
HOMO energy (alpha / beta) (eV): -7.6 / -7.6

It is model i that is most stable; the runner-up trails by 0.2765 hartree.